ORCA calculation (the ωB97M-V functional and the def2-TZVPD basis) on C40H102F6HfN6O26S3 as an isolated structure.

The geometry in XYZ format:
```
184
Properties=species:S:1:pos:R:3:forces:R:3:lowdin_charge:R:1
Hf -2.99640 -3.20176 -1.40719 4.8 7.3 -2.4 2.31
S -2.90767 -2.69871 -4.32075 -0.6 -0.4 -8.9 0.25
O -3.30273 -3.75747 -5.25869 0.1 1.9 1.7 -0.26
O -2.36914 -1.49617 -4.90609 -1.0 -0.6 0.1 -0.24
O -3.92996 -2.40016 -3.32315 -4.9 0.3 5.5 -0.40
O -1.95806 -3.19633 -3.38186 4.7 -4.1 7.1 -0.40
C -5.09402 -1.44740 2.84575 -0.7 0.4 0.7 -0.52
F -5.56632 -2.71931 2.84305 0.2 1.5 -0.4 0.12
F -5.99006 -0.56237 2.25049 1.6 -2.0 1.1 0.10
F -4.92408 -1.08643 4.15265 -0.3 -0.3 -2.0 0.11
S -3.40772 -1.35596 1.96221 2.0 3.1 1.3 0.59
O -2.38912 -1.74403 2.94433 -2.0 1.4 -1.8 -0.29
O -3.40777 -2.30748 0.84608 -1.1 -2.3 -2.8 -0.44
O -3.33839 0.01654 1.44705 -0.3 -1.7 0.7 -0.29
C 0.32189 -0.10145 0.20082 1.5 -2.2 0.0 -0.59
F -0.21380 -0.74012 1.28787 0.3 0.8 -1.2 0.10
F -0.31358 0.97103 -0.11675 -1.0 0.9 0.1 0.19
F 1.60546 0.22042 0.48804 -1.1 -0.5 -0.1 0.12
S 0.33733 -1.33294 -1.30720 1.3 -3.1 2.0 0.63
O -1.04953 -1.90068 -1.31427 -1.3 -0.2 0.2 -0.45
O 0.68119 -0.58690 -2.46213 0.2 0.5 0.1 -0.24
O 1.25774 -2.43362 -0.91728 -1.6 2.5 -0.3 -0.30
C 5.35969 2.10953 3.27130 -0.3 -1.2 0.2 -0.08
O 3.95131 2.29290 3.51013 0.5 -0.6 -0.7 -0.25
C 3.19617 1.04159 3.40166 -0.6 1.3 1.9 -0.15
C 1.69580 1.39259 3.45418 -0.6 -0.6 0.3 -0.20
N 1.29697 2.00842 4.73687 1.6 -1.2 -0.7 -0.04
C -0.00526 2.65753 4.74143 1.7 0.8 -0.3 -0.20
C -1.13827 1.75686 4.36468 0.4 0.3 0.9 -0.24
O -2.25776 2.25342 5.07564 -0.7 -1.0 -0.3 -0.18
C -3.36771 1.36193 4.85611 0.7 0.8 0.3 -0.09
H 5.71015 1.32795 3.94540 0.1 -0.3 0.0 0.09
H 6.04217 2.93983 3.45278 -1.0 0.6 0.1 0.10
H 5.51933 1.78175 2.24408 0.0 -0.1 -0.2 0.08
H 3.38811 0.57475 4.36774 0.2 -0.7 -0.1 0.12
H 3.45597 0.37128 2.58235 0.2 0.4 -0.3 0.12
H 1.10477 0.47797 3.40674 0.2 -0.4 -0.5 0.10
H 1.41814 1.99578 2.58979 0.0 0.4 -0.3 0.10
H 2.06113 2.66521 4.80606 -0.4 0.9 0.9 0.07
H 0.09878 3.49174 4.04762 -0.6 0.5 -0.1 0.10
H -0.15137 3.05077 5.74747 -0.2 0.0 -0.1 0.13
H -0.90653 0.74690 4.70287 0.0 -0.3 0.0 0.12
H -1.23909 1.74517 3.27941 -0.6 -0.1 -0.3 0.11
H -3.06732 0.32694 5.01937 0.2 -0.1 -0.4 0.07
H -3.67997 1.56581 3.83188 -0.6 -0.5 0.0 0.08
H -4.13251 1.53207 5.61389 -0.1 0.5 -0.3 0.09
C 3.51293 1.48175 -1.64388 -0.3 1.5 1.2 -0.06
O 3.72510 2.84423 -1.15338 0.7 -1.7 -1.0 -0.20
C 3.26799 3.02861 0.15860 0.3 0.6 -0.6 -0.23
C 3.95454 4.32522 0.66443 -0.4 -1.8 -0.5 -0.17
N 3.61341 4.56412 2.03488 0.4 0.7 0.2 -0.04
C 2.48068 5.35483 2.31354 -1.2 1.7 0.8 -0.21
C 2.37403 5.84164 3.79787 0.6 0.4 0.0 -0.17
O 2.41989 4.81666 4.78987 -0.2 -0.6 -0.7 -0.21
C 2.19296 5.25636 6.09840 -0.1 0.4 0.6 -0.13
H 2.44051 1.30720 -1.55705 -0.2 -0.1 -1.0 0.05
H 3.90938 0.73357 -0.95747 0.6 0.0 0.1 0.08
H 3.97651 1.40759 -2.62760 -0.4 -0.1 0.1 0.08
H 3.49389 2.17784 0.80145 0.4 -0.2 0.2 0.09
H 2.17990 3.06176 0.10317 -0.5 0.5 0.4 0.11
H 3.76836 5.08439 -0.09525 -0.5 0.6 0.6 0.12
H 5.02668 4.16049 0.55736 0.2 -0.2 0.2 0.11
H 3.61354 3.71778 2.58607 0.1 -0.1 -0.1 0.06
H 1.48873 5.07727 1.95701 -0.2 -1.4 0.3 0.07
H 2.51651 6.24467 1.68506 0.6 0.7 0.3 0.12
H 1.51339 6.48381 3.98496 -0.7 -0.3 -0.4 0.11
H 3.18377 6.53963 4.01056 0.6 -0.1 -0.2 0.11
H 2.19913 4.44572 6.82704 0.2 -0.5 -0.5 0.09
H 1.22042 5.72547 6.24739 -0.3 0.2 -0.4 0.09
H 2.93768 5.96871 6.45344 0.3 0.2 -0.2 0.09
C -6.23772 6.86980 -2.28035 -1.0 0.2 0.5 -0.12
O -5.54407 5.66812 -2.45057 0.9 0.2 -0.1 -0.18
C -6.11822 4.45723 -2.02173 -0.1 -0.3 0.2 -0.21
C -6.23750 4.37232 -0.46337 -0.1 0.4 -1.7 -0.20
N -4.99408 4.57026 0.20197 0.0 0.2 0.7 -0.06
C -4.06413 3.47012 0.06989 -0.3 1.1 -0.7 -0.21
C -2.93123 3.62605 1.03217 1.5 -0.3 0.9 -0.21
O -2.08639 4.75641 0.85079 -0.5 0.6 -1.2 -0.18
C -1.09785 4.92213 1.83596 -0.2 -0.9 0.0 -0.12
H -7.16539 6.95418 -2.84639 0.1 -0.3 -0.9 0.08
H -5.58245 7.70828 -2.51629 0.0 -0.2 -0.1 0.10
H -6.66468 7.02423 -1.28941 0.6 -0.1 0.6 0.07
H -5.46948 3.66671 -2.39899 0.3 0.1 0.0 0.11
H -7.05193 4.30203 -2.56229 -0.6 0.0 0.3 0.12
H -6.58996 3.38408 -0.16797 -0.7 0.2 0.0 0.12
H -6.86535 5.23184 -0.22858 -0.6 -0.5 0.6 0.10
H -4.59549 5.42171 -0.16718 0.5 0.1 0.1 0.12
H -3.77699 3.40304 -0.97946 1.0 0.0 -0.2 0.11
H -4.56460 2.51112 0.20387 -0.2 0.0 0.7 0.12
H -2.33130 2.72084 0.93855 0.4 -0.3 0.1 0.10
H -3.22924 3.70385 2.07775 -0.8 -0.4 0.1 0.12
H -0.40459 4.08110 1.82376 0.3 -0.3 -0.2 0.06
H -1.52270 4.89241 2.83932 -0.2 0.4 0.2 0.09
H -0.51781 5.82763 1.65789 -0.4 0.1 -0.1 0.09
C 2.21049 -4.39726 2.24183 -0.5 0.2 0.8 -0.08
O 1.46708 -4.22920 3.48364 0.0 0.2 -0.9 -0.18
C 0.05696 -3.98995 3.31808 2.0 -0.2 -0.2 -0.22
C -0.57507 -3.96843 4.68623 -0.5 0.2 -0.2 -0.19
N -2.00649 -3.80240 4.49389 0.0 0.0 0.7 -0.07
C -2.72665 -3.49713 5.73396 -0.2 -1.4 1.1 -0.17
C -2.50673 -4.55640 6.88370 -1.3 0.3 -1.5 -0.25
O -1.44179 -4.13439 7.62004 1.8 1.7 1.5 -0.20
C -0.76908 -5.10759 8.36441 0.4 -1.8 -1.5 -0.10
H 1.87163 -3.78409 1.40679 -0.8 -0.1 0.0 0.05
H 2.21748 -5.46291 2.01284 0.1 0.1 -0.4 0.09
H 3.22490 -4.00627 2.32051 0.1 -0.4 0.7 0.09
H -0.39020 -4.69821 2.62057 -0.2 -0.7 0.3 0.11
H -0.03370 -3.02477 2.81978 -0.3 0.6 0.1 0.10
H -0.18105 -3.08710 5.19231 0.4 -0.1 0.5 0.14
H -0.38948 -4.87264 5.26592 0.4 0.0 -0.2 0.12
H -2.04880 -2.93134 3.98442 -0.5 -0.6 -0.1 0.01
H -3.78666 -3.47524 5.48095 -0.1 0.1 0.1 0.10
H -2.43798 -2.55555 6.20108 0.1 0.4 -0.1 0.12
H -2.38524 -5.53495 6.41917 0.4 -0.3 -0.1 0.12
H -3.34610 -4.67123 7.56953 -0.6 0.2 -0.2 0.12
H -0.31796 -5.71977 7.58350 0.4 -0.7 0.0 0.08
H -1.42265 -5.80230 8.89198 -0.3 0.3 0.4 0.09
H 0.09739 -4.83652 8.96760 -0.6 1.0 0.1 0.09
C 2.90425 -2.33394 -4.53198 -0.8 -1.0 -0.2 -0.07
O 2.24470 -3.59804 -4.81431 0.5 1.0 -0.7 -0.19
C 0.86885 -3.57011 -4.46549 0.3 -1.6 0.3 -0.21
C 0.05139 -4.62134 -5.26908 0.7 0.8 0.3 -0.17
N -0.39966 -5.81116 -4.52784 -1.2 0.9 0.7 -0.07
C 0.61773 -6.63311 -3.85075 -1.0 -0.7 -0.7 -0.16
C -0.07785 -7.87350 -3.14887 -0.6 2.0 0.0 -0.22
O -0.82417 -8.69470 -3.99940 -0.1 -0.4 0.5 -0.19
C -0.08333 -9.50416 -4.87055 -0.3 0.1 -0.7 -0.11
H 2.87731 -2.22336 -3.44794 0.2 0.6 0.0 0.07
H 2.38948 -1.53564 -5.06662 -0.2 0.2 0.3 0.07
H 3.92390 -2.32772 -4.91716 0.0 -0.5 0.2 0.09
H 0.40325 -2.58505 -4.49659 0.3 0.2 -0.4 0.10
H 0.83254 -3.90919 -3.43021 -0.3 0.2 0.5 0.10
H 0.56761 -5.00130 -6.15070 0.7 0.6 -0.2 0.12
H -0.79928 -4.05824 -5.65300 -0.4 -0.5 0.0 0.09
H -0.80831 -6.30839 -5.30622 -0.4 -0.9 0.5 0.11
H 1.10456 -6.06142 -3.06065 0.3 0.1 -0.2 0.11
H 1.26836 -6.86890 -4.69289 1.1 -0.7 0.7 0.11
H -0.84180 -7.41365 -2.52196 -0.4 0.4 -0.1 0.10
H 0.47122 -8.37068 -2.34922 1.0 -0.6 -0.7 0.12
H 0.38767 -8.85359 -5.60744 0.5 -0.2 -0.1 0.08
H -0.78831 -10.12741 -5.42070 -0.1 0.0 0.1 0.09
H 0.61978 -10.18143 -4.38574 0.2 0.2 0.2 0.09
C -0.42997 3.46896 -2.27506 0.5 1.5 -0.6 -0.09
O -0.66282 4.26759 -3.46586 0.7 -0.4 0.0 -0.19
C 0.48176 5.02688 -3.96908 0.0 -1.3 0.6 -0.16
C 1.72821 4.14850 -4.23758 -0.5 1.1 -0.5 -0.23
N 1.49954 3.08364 -5.17831 -0.2 -1.0 -0.1 -0.05
C 2.73889 2.34998 -5.44333 0.2 -0.8 -0.1 -0.17
C 2.51874 1.10703 -6.42515 0.3 2.3 0.3 -0.16
O 2.65456 1.56024 -7.78035 -0.2 -1.1 0.3 -0.20
C 1.51306 2.19415 -8.29160 0.2 1.1 -0.8 -0.13
H -1.33155 2.90577 -2.03410 0.1 0.0 -0.4 0.08
H -0.21049 4.13156 -1.43786 -0.2 0.3 0.3 0.08
H 0.46571 2.85032 -2.33105 -0.1 -0.5 -0.4 0.06
H 0.75287 5.78179 -3.23103 0.1 0.1 0.2 0.11
H 0.18538 5.55699 -4.87420 -0.4 -0.4 0.0 0.12
H 2.18678 3.90536 -3.27910 0.2 -0.6 0.2 0.10
H 2.46655 4.74606 -4.77226 0.1 0.7 0.3 0.12
H 0.91742 2.36288 -4.77613 -0.9 0.1 0.1 0.08
H 3.12116 2.05245 -4.46689 0.3 -0.7 0.1 0.08
H 3.50192 3.04269 -5.79834 0.0 -0.1 -0.6 0.12
H 1.52175 0.73379 -6.19104 -0.2 -0.2 -0.3 0.10
H 3.24353 0.29828 -6.33188 0.1 0.3 0.3 0.10
H 1.68197 2.45190 -9.33714 0.5 -0.3 -0.2 0.08
H 1.41070 3.17380 -7.82478 -0.7 -0.2 0.4 0.08
H 0.60327 1.59458 -8.32153 -0.1 -0.1 0.7 0.09
O -1.39056 -3.79212 0.40638 -1.2 -1.5 -1.4 -0.10
H -0.92450 -3.15459 0.94729 0.1 0.9 0.3 0.04
H -0.89404 -4.60381 0.51056 0.3 -0.5 0.0 0.09
O -0.62877 0.48336 -4.52814 0.3 0.8 -0.2 -0.06
H -0.20709 0.19337 -3.71923 0.1 0.0 0.0 -0.04
H -1.22221 -0.23133 -4.75897 -0.2 -0.2 -0.2 -0.03
O -3.27192 -0.71041 -1.43832 -0.9 -1.2 -0.4 -0.08
H -3.60491 -0.35754 -2.26345 -0.2 -0.2 -0.7 0.09
H -3.08376 0.06217 -0.90545 0.3 0.0 1.1 0.07
C 5.30453 -5.18561 -0.94774 -0.2 0.0 0.2 -0.08
C 4.35125 -4.03178 -1.34790 -0.6 -1.1 1.0 -0.26
O 3.12925 -4.33710 -0.63781 0.4 -0.4 0.0 -0.14
H 4.88884 -6.13834 -1.27579 0.0 0.1 -0.4 0.07
H 5.34858 -5.33311 0.13133 -0.2 0.5 0.2 0.06
H 6.35258 -5.14381 -1.24428 -0.2 0.4 -0.5 0.07
H 4.08486 -4.03388 -2.40484 0.6 0.1 -0.2 0.09
H 4.65383 -3.03911 -1.01450 0.5 0.0 -0.2 0.11
H 2.50050 -3.63253 -0.81061 0.0 0.1 -0.1 -0.01
```
Forces are in eV/Å.

Molecular weight: 1471.95 g/mol
LUMO level: -5.06 eV
HOMO-LUMO gap: 3.0 eV
Net charge: 0